(1)
Density functional theory data (the ωB97M-V functional and the def2-TZVPD basis) for a 9-piece molecular cluster, C7H28O9 overall at a distorted geometry.

```
44
Properties=species:S:1:pos:R:3:forces:R:3:lowdin_charge:R:1
C -1.97957 1.32079 0.00430 -0.88 -0.50 -0.47 0.04
C -1.69791 0.31182 -0.82482 0.85 0.64 -0.08 -0.35
C -2.77921 -0.33630 -1.58755 -1.38 -1.16 -1.04 -0.07
C -0.32674 -0.34628 -0.91703 0.67 1.20 0.57 -0.17
C 0.05496 -1.23847 -2.07658 -1.06 -0.65 -1.51 -0.23
C 1.49071 -1.71270 -2.05685 1.26 -0.55 -0.25 -0.16
C 1.64825 -2.86840 -1.05686 -0.09 1.07 0.43 -0.27
O 2.55821 -3.01703 -0.29126 0.08 -0.21 -0.35 0.07
H -3.06207 1.51347 0.10236 0.73 0.47 0.06 0.09
H -1.28250 1.86836 0.62040 -0.02 -0.12 -0.15 0.04
H -3.58842 0.26293 -2.03249 0.47 0.45 0.57 0.09
H -2.45346 -0.93360 -2.44353 0.34 0.08 0.13 0.07
H -3.28717 -1.05434 -0.94559 -0.13 -0.22 0.15 0.09
H 0.48872 0.34437 -0.66111 -0.20 0.42 -0.46 0.11
H -0.25590 -0.91122 -0.01298 0.02 -0.99 0.66 0.08
H -0.61591 -2.12269 -2.02632 0.37 0.24 -0.21 0.11
H -0.15476 -0.83424 -3.09477 -0.03 0.17 0.74 0.12
H 1.96146 -2.02081 -3.02834 -1.15 -0.26 0.39 0.14
H 2.18385 -0.90137 -1.84188 0.01 0.10 0.83 0.10
H 0.73688 -3.50915 -0.97207 0.15 -0.13 -0.28 0.12
O 2.31083 0.14423 1.43829 -0.42 -2.33 -1.20 -0.09
H 3.15207 0.50736 1.17893 -0.20 0.78 0.96 0.03
H 1.67731 0.46158 2.10867 1.04 1.35 -0.30 -0.01
O -1.42796 -1.48589 4.11900 0.25 -1.28 -0.36 -0.09
H -1.36236 -2.21264 3.43973 -0.26 0.94 0.87 0.02
H -0.58773 -1.03579 3.99349 0.06 0.17 0.20 0.03
O -1.99099 0.76423 2.89747 -0.07 1.37 -0.04 -0.07
H -2.43753 0.37292 3.65596 0.23 -0.63 -0.43 0.05
H -1.87314 0.13572 2.17848 -0.38 -0.32 0.41 0.03
O -0.16763 2.21761 -3.35548 -0.83 -0.10 0.93 -0.07
H -0.26182 2.46716 -2.39998 0.00 -0.22 -1.32 0.05
H -0.21648 1.25240 -3.29862 -0.08 0.23 -0.16 0.01
O 0.75121 3.31339 0.02232 0.07 0.64 0.11 -0.07
H 1.28207 4.07066 0.33416 -0.36 -0.57 -0.31 0.07
H 1.01934 3.16117 -0.90408 0.31 -0.06 0.57 0.00
O 0.56538 1.66471 2.44822 -0.26 0.06 0.80 -0.07
H 0.39719 2.19493 1.66113 0.16 0.07 -0.21 0.00
H -0.28357 1.51077 2.89499 -0.15 0.11 -0.23 0.02
O -1.22845 -2.74093 1.77706 0.69 -0.70 -1.13 -0.04
H -1.07130 -3.65822 1.50046 -0.42 0.02 0.39 0.07
H -0.52948 -2.31578 1.25289 -0.18 0.36 0.39 0.04
O 2.05572 2.42591 -2.19670 1.58 -0.70 -1.66 -0.08
H 2.34800 1.50644 -2.34858 -0.20 0.26 0.99 0.06
H 2.09998 2.67147 -3.15081 -0.57 0.54 0.99 0.08
```
Positions in Å, forces in eV/Å.

2S+1 ... 1
SMILES ... C=C(C)CCCC=O.O.O.O.O.O.O.O.O
ΔE to the lowest compared entry with this formula, charge and spin ... 2.437 eV
Electronic energy ... -26139.0105 eV
LUMO energy ... 0.18 eV
Gap between HOMO and LUMO ... 9.6 eV

(2)
Density functional theory data (the ωB97M-V functional and the def2-TZVPD basis) for C35H33AsBrF6GeN6O5STi as an isolated structure at a distorted geometry.

```
90
Properties=species:S:1:pos:R:3:forces:R:3:lowdin_charge:R:1
Ti 2.10084 0.15887 1.39025 0.15 1.20 0.88 1.25
O 3.42031 -0.76374 -2.18425 -0.11 0.37 -1.47 0.22
C 3.17081 -0.80320 -1.04676 0.59 -0.81 1.99 -0.43
O 2.42332 0.14394 -0.34604 0.69 -1.22 -0.95 -0.11
C 3.76536 -1.86858 -0.09834 -1.46 1.17 1.60 -0.15
C 4.65560 -2.84792 -0.41755 0.13 1.52 -2.89 0.01
C 5.14846 -3.68662 0.49744 0.17 -1.36 3.27 0.01
C 4.67663 -3.57968 1.83297 1.49 -0.69 -2.23 0.02
C 3.87432 -2.52968 2.08529 -1.94 0.37 4.21 -0.13
N 3.39136 -1.71319 1.19087 -0.73 1.71 -2.24 0.03
H 5.02521 -2.77762 -1.42078 0.16 -0.51 -0.54 0.14
H 5.91435 -4.41919 0.33337 0.13 -0.21 -0.59 0.13
H 5.03519 -4.25731 2.57843 -0.01 -0.09 0.43 0.12
H 3.50265 -2.34680 3.15341 0.61 -0.23 -1.56 0.16
C 0.01668 5.89765 -3.20208 -0.41 1.17 -1.80 0.04
C -1.12498 5.22376 -3.80406 -2.50 -0.41 1.27 -0.26
N -2.33481 5.75693 -4.08655 1.15 -1.98 -1.94 0.19
N -3.02714 4.68234 -4.64161 1.52 -0.15 0.79 0.07
C -2.34822 3.49166 -4.50255 -0.98 1.52 0.07 -0.72
S -2.91002 1.93317 -4.67596 -0.26 -0.12 -0.26 0.94
N -1.18313 3.86487 -3.94306 0.17 -0.01 0.40 -0.09
N -0.25709 2.94451 -3.51332 0.55 -0.53 -0.29 0.16
H 0.63122 6.14145 -4.08913 0.53 -0.20 0.78 0.13
H 0.46706 5.34281 -2.43335 0.97 -0.85 0.69 0.06
H -0.30394 6.83520 -2.79820 -0.27 0.59 0.22 0.10
H -3.65418 4.80734 -5.41831 -0.75 0.45 0.25 0.17
H -0.67526 2.04597 -3.72957 0.20 -0.31 -0.46 0.04
H -0.16748 2.90639 -2.50801 0.07 0.78 0.60 0.09
O 7.10788 1.72657 4.67168 2.45 0.97 0.97 0.15
C 6.05808 1.35315 4.02052 0.81 -0.44 -2.23 -0.33
C 6.10672 0.96190 2.65902 0.03 0.45 0.46 0.06
C 4.92674 0.71878 2.02624 1.39 -0.54 -0.03 -0.12
N 3.75520 0.67736 2.65052 -0.71 -0.37 1.05 -0.09
C 3.75839 0.94516 3.97220 -0.41 0.17 0.30 -0.66
Br 2.10720 0.87384 4.89362 0.15 -0.02 -0.40 0.91
C 4.87891 1.29983 4.69986 -1.31 -0.26 1.41 -0.01
H 7.92773 1.98461 4.17205 -1.30 -0.62 0.29 0.18
H 7.04769 0.83236 2.13313 -0.13 0.30 0.07 0.14
H 4.99414 0.41658 1.00136 -0.37 0.03 -0.52 0.12
H 4.89367 1.47722 5.81086 -0.35 -0.08 -1.44 0.16
F 2.17882 2.10027 1.48484 -0.42 -0.09 -0.60 -0.36
As 1.68022 3.97416 0.85514 -1.21 -0.51 0.60 0.86
F 0.54734 3.18205 -0.28242 0.73 0.32 1.04 -0.26
F 2.86496 3.84060 -0.35004 -0.02 -0.29 -0.66 -0.20
F 1.09315 5.50999 0.49996 0.37 0.41 -0.45 -0.18
F 2.98753 4.36205 1.88822 -0.52 0.20 0.41 -0.20
F 0.54850 3.87081 2.16902 0.69 -0.48 -0.72 -0.21
O 0.96891 -1.07746 2.35806 1.48 -0.66 0.15 -0.08
C -0.06834 -0.39103 2.07612 -2.01 -0.46 0.34 -0.64
O 0.09621 0.57780 1.31987 0.88 1.03 -0.89 0.02
C -1.32751 -0.72722 2.74697 -0.44 1.50 0.84 -0.14
C -2.69210 -0.35830 2.14886 -0.07 -1.00 0.36 -0.20
Ge -2.98123 -1.35566 0.47449 -1.27 0.31 -0.05 1.04
C -1.31922 -1.87968 -0.30831 0.51 0.41 -0.94 -0.30
C -0.56484 -2.89569 0.25095 0.88 -0.42 -0.67 -0.11
C 0.47882 -3.51231 -0.43665 -0.44 0.94 -1.39 -0.05
C 0.78875 -3.09592 -1.73302 -0.03 0.51 0.81 -0.07
C 0.15458 -1.97270 -2.21223 -0.79 0.21 0.67 -0.08
C -0.93213 -1.39775 -1.56294 0.14 -0.87 0.37 -0.07
C -3.90949 -3.06083 0.59073 0.50 0.72 -0.51 -0.27
C -3.58394 -3.88283 -0.47896 0.40 -0.64 -0.50 -0.13
C -4.04582 -5.16662 -0.63088 -0.41 0.66 0.67 -0.07
C -4.97419 -5.56160 0.29367 -0.43 -1.46 1.08 -0.08
C -5.39671 -4.76365 1.35692 -0.12 1.40 -0.14 -0.05
C -4.84153 -3.48571 1.51757 0.22 -1.56 -1.66 -0.09
C -3.85509 -0.06223 -0.73779 -0.01 -1.84 1.10 -0.26
C -3.20527 1.11659 -0.82986 2.10 0.88 0.59 -0.16
C -3.71007 2.12052 -1.56547 -0.73 1.68 -1.56 -0.13
C -4.92490 1.99315 -2.23342 0.85 1.94 -0.40 -0.14
C -5.56675 0.81092 -2.20470 -1.47 -1.21 0.42 -0.07
C -5.04241 -0.20084 -1.40424 -1.44 -1.56 -0.73 -0.06
H -1.14254 -0.17723 3.71242 -0.36 -0.58 -0.35 0.17
H -1.25865 -1.76383 2.93250 -0.04 -1.23 0.60 0.11
H -2.83101 0.70413 1.99480 0.02 0.16 0.06 0.07
H -3.48275 -0.74523 2.84119 0.68 0.58 -0.37 0.09
H -0.83713 -3.31939 1.17435 -0.34 -0.38 1.21 0.10
H 1.06155 -4.31442 -0.09434 0.27 -1.13 1.01 0.09
H 1.51332 -3.60145 -2.34671 0.35 -0.09 0.05 0.11
H 0.47973 -1.47537 -3.06506 0.49 0.29 -1.85 0.09
H -1.55667 -0.72233 -2.12751 0.09 0.52 0.20 0.10
H -2.90514 -3.66133 -1.26342 0.78 1.10 -0.32 0.09
H -3.68241 -5.79248 -1.43069 -0.16 -0.13 -0.02 0.12
H -5.25861 -6.59580 0.25675 -0.70 -0.28 0.00 0.11
H -6.24629 -4.94900 2.00799 0.30 -0.83 -0.09 0.11
H -5.17322 -2.83851 2.25952 -0.56 0.91 1.42 0.08
H -2.25477 1.26531 -0.33554 0.21 0.03 0.16 0.10
H -3.25343 3.07074 -1.76860 0.68 0.33 0.69 0.09
H -5.26345 2.92240 -2.70554 -0.36 -0.69 -0.14 0.12
H -6.53772 0.68355 -2.67341 0.17 -0.08 -0.06 0.12
H -5.61253 -1.15130 -1.34273 0.47 0.65 0.02 0.13
```
Positions in Å, forces in eV/Å.

2S+1 ... 2
ΔE to the lowest compared entry with this formula, charge and spin ... 1.994 eV
Electronic energy ... -293650.9235 eV
LUMO energy (alpha / beta) ... -6.57 / -8.27 eV
Net charge ... +2
Gap between HOMO and LUMO (alpha / beta) ... 6.3 / 4.5 eV

(3)
Density functional theory data (the ωB97M-V functional and the def2-TZVPD basis) for C37H30KN3O2P as an isolated structure.

```
74
Properties=species:S:1:pos:R:3:forces:R:3:lowdin_charge:R:1
K -0.55225 0.44925 -0.99497 0.06 -0.12 -0.19 0.66
O -1.03002 5.29890 -1.35819 -0.05 -0.02 0.02 0.03
C -2.19046 5.61361 -0.75453 0.03 -0.06 -0.01 -0.28
C -2.56842 6.95689 -0.69491 0.09 0.04 -0.05 -0.03
C -3.75102 7.32723 -0.08776 -0.04 -0.03 0.03 -0.11
C -4.58485 6.36310 0.47362 0.01 0.03 0.00 -0.11
C -4.21190 5.03307 0.41496 0.02 -0.04 -0.01 -0.05
C -3.02224 4.62986 -0.19200 -0.15 -0.07 0.06 -0.08
C -2.63663 3.18019 -0.25616 0.11 0.44 -0.01 -0.45
O -1.52886 2.90150 -0.81332 0.02 -0.01 -0.05 -0.14
N -3.49078 2.33717 0.30026 0.00 -0.17 0.00 0.03
N -3.08160 1.04897 0.13090 -0.01 -0.06 0.11 -0.03
C -3.74640 0.16632 0.76841 -0.02 0.22 -0.08 -0.13
C -3.42049 -1.25386 0.64662 0.01 -0.24 0.06 -0.28
C -4.16380 -2.18365 1.38015 0.07 -0.03 -0.06 -0.04
C -3.85481 -3.52960 1.27817 0.03 0.06 -0.03 -0.09
C -2.81233 -3.91053 0.44840 -0.01 -0.02 0.00 -0.07
C -2.12594 -2.91958 -0.24299 0.08 -0.06 -0.03 -0.13
N -2.41171 -1.62729 -0.15426 -0.14 0.09 0.06 0.09
H -0.98507 4.29460 -1.27330 0.01 0.00 0.01 0.04
H -1.90590 7.68921 -1.13948 -0.01 0.00 0.01 0.11
H -4.02805 8.37432 -0.05028 0.00 0.00 0.00 0.09
H -5.51412 6.64850 0.94982 0.00 0.01 0.00 0.09
H -4.83764 4.26015 0.83960 0.00 0.00 0.00 0.10
H -4.57689 0.44991 1.41842 -0.01 0.02 -0.01 0.11
H -4.96870 -1.83884 2.01659 -0.01 0.00 0.01 0.10
H -4.41696 -4.26710 1.83821 0.00 0.00 0.00 0.10
H -2.52154 -4.94568 0.33041 -0.02 -0.01 0.01 0.10
H -1.29232 -3.17201 -0.89170 0.00 0.00 0.01 0.09
C 1.72557 0.71488 -3.85269 0.00 0.00 0.03 -0.11
C 2.62230 0.99246 -2.83005 -0.04 -0.01 0.00 -0.12
C 2.53123 2.18842 -2.13223 0.00 -0.01 0.03 -0.10
C 1.53951 3.10903 -2.44909 -0.04 0.01 -0.01 -0.10
C 0.64237 2.83202 -3.47193 -0.03 -0.01 -0.03 -0.10
C 0.74016 1.63677 -4.17698 -0.03 0.05 0.03 -0.10
H 1.76918 -0.24051 -4.35727 0.01 0.00 -0.01 0.10
H 3.35630 0.25254 -2.54207 0.00 -0.01 -0.01 0.09
H 3.21604 2.38668 -1.31686 0.00 0.00 0.00 0.10
H 1.44556 4.03234 -1.89096 0.02 0.00 0.00 0.10
H -0.14406 3.54010 -3.70107 0.00 0.00 0.00 0.10
H 0.02749 1.41353 -4.96179 0.00 0.00 -0.01 0.10
C -0.98771 -0.66767 3.31980 -0.02 0.00 0.03 -0.09
C -0.20828 0.41794 2.95066 -0.02 0.04 -0.01 -0.08
C 0.82310 0.24783 2.03536 -0.02 0.01 0.02 -0.13
C 1.08872 -1.00307 1.48305 0.05 -0.04 -0.13 -0.42
C 0.29542 -2.08442 1.86126 0.01 -0.03 -0.02 -0.10
C -0.73320 -1.92032 2.77537 0.01 0.00 0.01 -0.09
P 2.45946 -1.13303 0.25808 0.00 0.06 0.04 1.07
C 3.75726 -1.90489 1.30881 0.08 0.03 0.03 -0.38
C 4.98691 -2.16324 0.69387 -0.03 -0.03 0.04 -0.12
C 6.04297 -2.70888 1.40327 0.03 -0.01 -0.03 -0.10
C 5.90184 -2.99183 2.75644 0.01 0.00 0.01 -0.11
C 4.69657 -2.72271 3.38389 -0.01 -0.01 0.04 -0.10
C 3.63323 -2.18596 2.66727 -0.01 -0.01 -0.04 -0.08
C 1.90865 -2.48372 -0.83667 -0.05 -0.17 -0.14 -0.47
C 2.36037 -3.80316 -0.72372 0.06 0.12 0.12 -0.13
C 1.90847 -4.76493 -1.61419 -0.01 -0.01 -0.04 -0.13
C 1.01341 -4.38444 -2.60802 0.02 -0.07 0.00 -0.14
C 0.57437 -3.06690 -2.68347 -0.06 0.06 -0.08 -0.21
C 0.98638 -2.03813 -1.81343 0.00 0.09 0.21 -0.20
H -1.80688 -0.53384 4.01571 0.00 0.00 0.00 0.10
H -0.41601 1.40140 3.35340 -0.01 0.00 0.00 0.10
H 1.42072 1.10037 1.72822 0.01 0.00 0.01 0.10
H 0.47863 -3.05451 1.41255 0.00 0.00 0.00 0.11
H -1.35512 -2.76612 3.04318 -0.01 0.00 0.00 0.10
H 5.10899 -1.94134 -0.36096 -0.01 0.01 -0.01 0.10
H 6.98138 -2.90971 0.90038 0.00 0.00 0.01 0.10
H 6.72713 -3.41547 3.31531 0.00 0.00 0.00 0.09
H 4.57543 -2.93419 4.43976 0.01 0.00 0.00 0.10
H 2.69697 -1.98916 3.17456 0.01 0.00 0.00 0.09
H 3.06528 -4.08257 0.05308 0.00 -0.04 0.02 0.09
H 2.25287 -5.79024 -1.53741 0.00 0.00 0.00 0.08
H 0.65735 -5.12217 -3.32258 0.01 0.00 0.00 0.08
H -0.13463 -2.83380 -3.48049 -0.01 0.00 0.02 0.07
```
Positions in Å, forces in eV/Å.

2S+1 ... 1
ΔE to the lowest compared entry with this formula, charge and spin ... 0.030 eV
Electronic energy ... -73036.9736 eV
LUMO energy ... 2.40 eV
Net charge ... -1
Gap between HOMO and LUMO ... 6.5 eV